Density functional theory data (ωB97M-V/def2-TZVPD) for a molecular structure, C7H16ClIO3PPb in a non-equilibrium geometry.

Last column: natural (NBO) charge in e.
Positions of all 30 atoms, in Å:
C1 -0.322 -2.238 -0.551  -0.73
C2 0.671 -1.159 -0.935  0.33
H1 -0.042 -3.218 -0.971  0.33
H2 -1.329 -1.992 -0.876  0.25
H3 -0.322 -2.368 0.554  0.23
O1 1.869 -1.312 -0.590  -0.47
I1 0.805 2.632 1.230  0.46
Pb1 0.002 -0.018 2.054  1.41
P1 0.200 0.325 -2.009  1.36
C3 1.878 0.939 -2.323  -0.95
C4 -0.510 -0.483 -3.432  -0.97
H4 -1.746 1.768 -1.425  0.28
H5 -0.798 2.341 -2.846  0.32
H6 -0.195 2.578 -1.177  0.24
C5 -0.740 1.886 -1.835  -0.92
H7 -1.507 -0.860 -3.150  0.29
H8 -0.626 0.225 -4.264  0.31
H9 1.912 1.373 -3.330  0.30
H10 2.592 0.119 -2.223  0.29
H11 0.128 -1.319 -3.736  0.30
H12 2.102 1.686 -1.547  0.24
C6 2.947 0.050 0.849  0.45
O2 4.024 -0.348 0.801  -0.35
Cl1 -2.306 0.312 1.154  -0.26
C7 -1.818 -0.160 5.154  -0.28
O3 -0.582 0.093 4.460  -0.72
H13 -2.435 -0.850 4.570  0.22
H14 -2.342 0.793 5.210  0.24
H15 -1.665 -0.605 6.159  0.26
H16 0.153 -0.190 5.024  0.54

Properties
Orbital gap (alpha / beta) (eV): 5.7 / 4.5
ΔE to the lowest compared entry with this formula, charge and spin (eV): 0.000
Lowest unoccupied orbital energy (alpha / beta) (eV): -15.28 / -16.52
Net charge: +3